Formula: C6H7NO4Yb
Source: the Open Molecules 2025 dataset
Level of theory: ωB97M-V/def2-TZVPD

Geometry (Å):
Yb: 0.077 -0.219 0.184
C: 0.294 1.557 1.904
O: 0.343 2.537 2.519
C: 0.087 2.196 -0.619
O: -0.111 3.338 -0.605
C: -2.009 1.024 0.282
O: -2.901 1.747 0.278
C: 2.297 0.738 0.489
O: 3.304 1.249 0.700
C: 0.196 -1.701 -2.000
H: 1.130 -2.254 -1.800
H: -0.755 -2.247 -1.924
C: 0.193 -0.420 -2.417
H: -0.708 0.113 -2.752
H: 1.122 0.122 -2.629
N: -0.566 -1.760 1.862
H: 0.237 -2.176 2.347
H: -1.133 -2.575 1.586
H: -1.096 -1.270 2.597

Charge = +3
Multiplicity = 2
Orbital gap (alpha / beta) = 9.938 / 9.284 eV

Just the Löwdin charges please, in e? Sure, here they are: Yb 1.533; C -0.053; O 0.262; C -0.048; O 0.251; C -0.015; O 0.266; C -0.013; O 0.267; C -0.067; H 0.115; H 0.109; C -0.117; H 0.110; H 0.103; N -0.007; H 0.101; H 0.109; H 0.095

---

Formula: C15H16F3N3O2
Source: the Open Molecules 2025 dataset
Level of theory: ωB97M-V/def2-TZVPD

Geometry (Å):
C: -4.805 2.296 0.752
C: -3.344 2.497 0.774
C: -2.439 1.471 0.807
N: -1.119 1.591 0.841
C: -0.615 2.864 0.840
O: 0.589 3.065 0.883
N: -1.470 3.949 0.793
C: -2.840 3.837 0.754
O: -3.582 4.811 0.709
H: -5.308 3.265 0.743
H: -5.109 1.751 -0.140
H: -5.138 1.753 1.635
H: -2.802 0.454 0.805
H: -1.073 4.876 0.785
C: 0.668 -1.061 3.309
N: 0.849 -1.484 1.924
C: 0.946 -2.929 1.692
C: 1.302 -0.578 0.999
C: 1.565 -0.881 -0.363
C: 0.702 -1.699 -1.131
C: 0.988 -1.996 -2.438
C: 2.151 -1.525 -3.026
C: 2.511 -1.936 -4.440
F: 3.239 -0.951 -5.006
F: 3.234 -3.073 -4.373
F: 1.374 -2.144 -5.136
C: 3.014 -0.720 -2.300
C: 2.721 -0.376 -1.007
H: 0.414 -1.907 3.942
H: 1.587 -0.612 3.681
H: -0.130 -0.326 3.375
H: 0.954 -3.473 2.633
H: 0.106 -3.279 1.097
H: 1.870 -3.157 1.162
H: 1.573 0.399 1.366
H: -0.218 -2.043 -0.696
H: 0.317 -2.599 -3.026
H: 3.922 -0.377 -2.769
H: 3.395 0.248 -0.449

Charge = 0
Multiplicity = 1
Orbital gap = 4.035 eV

Just the Löwdin charges please, in e? Sure, here they are: C -0.075; C -0.240; C -0.164; N 0.064; C -0.606; O -0.039; N 0.195; C -0.475; O 0.013; H 0.072; H 0.071; H 0.071; H 0.099; H 0.155; C -0.010; N -0.114; C -0.012; C 0.082; C -0.175; C 0.006; C 0.012; C -0.091; C -0.559; F 0.146; F 0.155; F 0.146; C 0.009; C 0.029; H 0.091; H 0.105; H 0.103; H 0.094; H 0.091; H 0.107; H 0.140; H 0.119; H 0.129; H 0.130; H 0.127

---

Formula: C21H26Cl2N9O3STa
Source: the Open Molecules 2025 dataset
Level of theory: ωB97M-V/def2-TZVPD

Geometry (Å):
Ta: -0.202 -0.686 0.953
N: 0.718 2.787 3.609
C: 0.117 1.752 3.009
S: 1.109 0.332 2.672
N: -1.119 1.819 2.642
N: -1.568 0.625 2.075
C: -2.841 0.433 2.300
C: -3.591 -0.749 2.045
C: -4.971 -0.795 2.315
C: -5.651 -1.983 2.198
C: -4.964 -3.150 1.846
C: -3.605 -3.139 1.588
C: -2.934 -1.929 1.672
O: -1.621 -1.844 1.412
H: 1.649 2.699 3.979
H: 0.152 3.560 3.921
H: -3.346 1.255 2.801
H: -5.486 0.107 2.621
H: -6.712 -2.025 2.399
H: -5.507 -4.084 1.782
H: -3.063 -4.042 1.342
O: 0.886 -2.251 1.622
N: 2.110 -2.492 1.259
N: 2.471 -1.708 0.350
O: 1.598 -0.809 -0.076
C: 3.782 -1.766 -0.241
C: 4.724 -2.627 0.310
C: 5.975 -2.679 -0.276
C: 6.269 -1.887 -1.380
C: 5.312 -1.034 -1.908
C: 4.050 -0.964 -1.339
H: 4.488 -3.235 1.171
H: 6.726 -3.340 0.135
H: 7.252 -1.936 -1.829
H: 5.544 -0.420 -2.767
H: 3.299 -0.306 -1.747
Cl: -2.463 -1.353 -1.468
C: -1.845 -2.971 -1.890
Cl: -0.244 -3.227 -1.185
H: -1.769 -3.027 -2.969
H: -2.530 -3.707 -1.488
C: 0.185 0.693 -1.993
N: 0.223 1.818 -2.870
C: 1.248 2.759 -2.419
N: 0.935 3.231 -1.072
C: 0.906 2.144 -0.151
N: -0.175 1.081 -0.531
C: -1.490 1.883 -0.617
N: -1.407 2.973 -1.538
C: -1.079 2.488 -2.878
C: -0.367 3.903 -1.095
H: 1.159 0.218 -1.958
H: -0.560 -0.016 -2.336
H: 1.290 3.607 -3.100
H: 2.221 2.264 -2.416
H: 0.648 2.518 0.834
H: 1.860 1.621 -0.131
H: -1.691 2.274 0.377
H: -2.283 1.200 -0.918
H: -1.050 3.328 -3.569
H: -1.846 1.787 -3.211
H: -0.607 4.269 -0.096
H: -0.323 4.750 -1.778

Charge = +2
Multiplicity = 1
Orbital gap = 7.043 eV

Just the Löwdin charges please, in e? Sure, here they are: Ta 1.657; N 0.130; C -0.797; S 0.798; N 0.005; N -0.191; C -0.003; C -0.143; C 0.008; C -0.033; C -0.012; C 0.013; C -0.321; O -0.293; H 0.109; H 0.130; H 0.155; H 0.132; H 0.124; H 0.127; H 0.133; O -0.318; N 0.094; N -0.146; O -0.304; C -0.156; C 0.006; C -0.034; C -0.033; C -0.040; C 0.001; H 0.122; H 0.124; H 0.123; H 0.121; H 0.098; Cl 0.658; C -0.867; Cl 0.624; H 0.049; H 0.043; C -0.179; N -0.074; C -0.129; N -0.072; C -0.165; N -0.165; C -0.178; N -0.075; C -0.128; C -0.124; H 0.098; H 0.065; H 0.142; H 0.135; H 0.090; H 0.118; H 0.102; H 0.085; H 0.142; H 0.138; H 0.140; H 0.142

---

Formula: C5H11FN2
Source: the Open Molecules 2025 dataset
Level of theory: ωB97M-V/def2-TZVPD

Geometry (Å):
F: 0.260 1.675 -3.531
N: 0.277 1.111 -0.028
C: -0.083 0.973 -1.285
N: -1.082 0.084 -1.769
C: 0.698 1.808 -2.260
C: -0.008 -1.675 2.446
C: -0.297 0.357 1.103
C: 0.343 -1.021 1.092
H: -0.881 -0.808 -1.377
H: -1.311 0.199 -2.746
H: 1.792 1.625 -2.248
H: 0.615 2.820 -1.881
H: -1.081 -1.795 2.532
H: 0.373 -2.689 2.556
H: 0.568 -1.160 3.207
H: -0.120 0.832 2.069
H: -1.356 0.311 0.895
H: -0.190 -1.647 0.295
H: 1.483 -1.001 0.929

Charge = 0
Multiplicity = 1
Orbital gap = 10.036 eV

Just the Löwdin charges please, in e? Sure, here they are: F -0.027; N 0.048; C -0.361; N 0.134; C -0.184; C -0.131; C -0.259; C -0.264; H 0.057; H 0.084; H 0.132; H 0.113; H 0.074; H 0.061; H 0.070; H 0.106; H 0.106; H 0.106; H 0.135

---

Formula: C3H10N2
Source: the Open Molecules 2025 dataset
Level of theory: ωB97M-V/def2-TZVPD

Geometry (Å):
C: 0.563 4.964 1.273
C: 1.786 4.888 1.792
H: -0.043 4.062 1.321
H: 0.003 5.875 1.111
H: 2.153 4.030 2.333
H: 2.422 5.744 1.596
N: 0.022 -4.027 -0.328
C: -1.182 -3.494 -0.974
N: -0.901 -2.365 -1.851
H: 0.102 -5.024 -0.453
H: 0.832 -3.556 -0.708
H: -1.726 -4.277 -1.507
H: -1.843 -3.187 -0.152
H: -1.787 -1.967 -2.121
H: -0.401 -1.667 -1.332

Charge = 0
Multiplicity = 1
Orbital gap = 10.182 eV

Just the Löwdin charges please, in e? Sure, here they are: C -0.089; C -0.081; H 0.039; H 0.045; H 0.044; H 0.042; N -0.012; C -0.390; N -0.012; H 0.053; H 0.053; H 0.102; H 0.091; H 0.059; H 0.056

---

Going through the records in order, we get ΔE to the lowest compared entry with this formula, charge and spin values of 0.0000, 1.9306, 0.2633, 0.8861, 1.7090 eV.